(1)
{
  "formula": "C15H27NO7",
  "method": "the ωB97M-V functional and the def2-TZVPD basis",
  "species": ["C", "C", "C", "H", "C", "H", "C", "H", "O", "H", "O", "H", "H", "C", "H", "O", "N", "H", "H", "O", "H", "O", "O", "C", "H", "C", "H", "H", "H", "H", "C", "C", "C", "O", "H", "H", "H", "H", "H", "C", "C", "H", "H", "H", "H", "H", "C", "H", "H", "C"],
  "coordinates": [[-1.38425, 1.66838, 3.99525], [1.27469, -0.17612, -5.67213], [0.17671, -0.19568, -1.72323], [1.13101, -0.03581, 0.34036], [-2.34166, -0.82299, 2.39604], [2.78616, -2.48637, -2.91521], [-4.00275, 0.63142, 1.51467], [-0.97590, 1.40418, 6.09791], [-3.48119, -0.00981, 2.67211], [-1.86505, -0.52927, 1.45383], [3.77358, 0.52642, -4.82273], [-0.70328, 0.07879, -3.80792], [-1.75136, -0.97307, 4.49384], [-1.31422, -0.72176, 3.52760], [-3.09671, 0.67710, 7.69796], [-2.89572, 0.70194, 5.64199], [-1.02536, -0.54660, -1.09777], [-4.70124, 1.40560, 1.84528], [1.26069, 1.57821, -0.62365], [-0.61770, 0.52967, 3.58957], [-2.22629, 2.62741, 5.74411], [1.72985, 1.69918, -4.10516], [5.49442, -3.03732, -2.64343], [4.98826, -2.11084, -3.46095], [-2.21962, 1.84134, 3.31692], [-1.83908, 1.64197, 5.46100], [3.64884, 0.01319, -2.82586], [-0.71291, 2.52987, 3.87313], [0.13650, -1.60193, -3.54975], [-1.67791, -0.92186, -1.84174], [1.55718, 0.23882, -4.08341], [3.17110, 1.86068, -4.49163], [3.36307, -1.94367, -3.80840], [3.93356, 2.95714, -4.52405], [0.11755, -0.37818, -5.78304], [2.44111, 0.04641, -1.01187], [-1.81706, -0.39655, 7.04134], [5.75187, -1.32866, -3.93530], [3.16390, -2.45357, -4.84525], [3.06959, -0.33104, -3.81155], [0.26443, -0.43822, -3.34083], [1.81728, -1.16472, -5.99622], [-0.54120, -1.47559, 3.33972], [-3.20660, 1.11686, 0.94119], [1.55408, 0.67190, -6.43052], [-2.68993, -1.85540, 2.30255], [1.35528, 0.39507, -0.74988], [-4.53419, -0.09177, 0.89423], [-3.52029, -0.82570, 6.84433], [-2.81922, 0.01095, 6.87651]],
  "lumo_energy_ha": -0.005,
  "smiles": "[H]/N=C(/C)C[C@@]1(C)OC(=O)O[C@@H]1CC=O.COCCOCCOC",
  "e_above_lowest_kcal_mol": 127.0,
  "spin_multiplicity": 1
}

(2)
{
  "formula": "C15H28BBrN",
  "method": "the ωB97M-V functional and the def2-TZVPD basis",
  "species": ["C", "H", "C", "C", "Br", "H", "H", "C", "H", "H", "H", "C", "H", "H", "H", "H", "H", "H", "C", "H", "C", "C", "H", "H", "H", "H", "C", "C", "H", "H", "N", "H", "H", "H", "C", "H", "H", "H", "C", "H", "H", "B", "C", "H", "C", "C"],
  "coordinates": [[-1.07625, 2.63100, -1.96403], [-1.90549, 3.27987, -1.72674], [-1.11604, 2.22647, -3.41345], [-0.19733, -2.79588, 0.28105], [1.69134, 1.36353, -1.01045], [-1.07227, 3.16108, -3.97668], [2.14535, -3.58228, -0.32460], [4.84187, -2.38568, 1.36065], [-0.23837, 1.60922, -3.70204], [0.14681, 0.07694, 2.22142], [-0.13241, -0.20369, -2.11660], [-0.04691, -1.01262, 2.13679], [-3.77236, -0.68260, -0.37477], [-3.29145, 1.69225, -1.05241], [-0.06559, -2.78630, -0.81821], [-3.26759, 2.59976, 0.73133], [-2.02538, -1.07662, -0.41599], [-2.53075, 0.54019, -2.18366], [4.21771, -1.34087, 2.07569], [-0.16388, 2.75234, 0.46044], [2.83697, -1.11285, 1.93957], [2.70110, -2.91668, 0.34619], [2.39056, -0.34702, 2.54531], [0.16416, -3.74607, 0.67644], [4.56334, -3.94946, -0.07069], [-2.67830, 0.01749, 0.85556], [-2.30533, 3.13519, 0.71671], [2.07702, -1.87646, 1.02947], [-2.14632, 3.59847, 1.69901], [-2.04172, 1.76682, -3.74581], [-1.21778, 1.53933, -0.95917], [-1.26826, -2.72356, 0.44466], [4.81060, -0.69148, 2.72869], [-2.36209, 3.97443, -0.01335], [-1.12684, 2.19887, 0.47670], [-0.14101, 3.16240, -1.74138], [-1.13902, -1.10318, 2.16609], [0.31972, -1.48977, 3.05761], [-2.76437, -0.28883, -0.20253], [-1.03616, 1.40464, 1.26237], [5.92774, -2.50255, 1.42813], [-0.01938, 0.62385, -1.15830], [0.52289, -1.61191, 0.88643], [0.29461, -0.82914, 0.09001], [-2.58203, 0.86205, -1.14580], [4.07889, -3.16070, 0.50035]],
  "lumo_energy_ha": -0.149,
  "total_charge": 1,
  "spin_multiplicity": 1
}

(3)
{
  "formula": "C15H28BF8NO5",
  "method": "the ωB97M-V functional and the def2-TZVPD basis",
  "species": ["H", "O", "O", "C", "H", "C", "H", "H", "C", "H", "F", "C", "C", "C", "C", "H", "H", "H", "C", "H", "H", "H", "H", "N", "F", "H", "H", "C", "H", "C", "H", "H", "H", "H", "C", "C", "O", "C", "H", "F", "C", "O", "F", "H", "H", "H", "H", "F", "F", "B", "O", "H", "F", "H", "H", "H", "C", "F"],
  "coordinates": [[-2.88205, 0.12490, -2.35449], [-1.59708, 1.94784, -0.77952], [-1.94445, 5.40011, 2.56721], [-1.54803, -3.00666, -2.99022], [4.97581, -3.21692, -0.63243], [-0.58854, 2.23047, 2.84622], [1.09813, -3.65454, -3.61889], [-1.35443, 4.81696, 0.76341], [3.30560, -3.00114, 0.59134], [-0.69232, 1.83502, -0.47062], [-3.79011, 5.96469, 3.60747], [1.52792, -2.67817, -3.41464], [-1.60718, 1.84540, -2.19344], [2.01357, -2.68389, -1.96576], [3.95134, -3.55954, -0.65643], [-2.57889, -2.66161, -3.01852], [2.77875, -1.08770, 1.40233], [3.53250, -1.00005, -0.20738], [-1.59912, 4.33778, 1.70869], [-1.80854, 0.32603, -3.69946], [3.41023, -4.27083, 2.08699], [3.99559, -2.57232, -2.46791], [-1.19548, 1.55012, 2.24055], [3.37756, -3.16704, -1.94429], [-0.83779, 4.72729, 5.03483], [-2.33783, 2.53124, -2.58366], [2.26858, -3.27880, 0.69957], [-0.34913, 3.54229, 2.10383], [1.36862, -3.34367, -1.40753], [-2.14010, -3.64395, -0.76200], [-1.36496, -3.59081, -3.88461], [-3.12580, -3.28031, -1.03364], [-1.67205, 6.54120, 4.95495], [1.93761, -1.65604, -1.62317], [-2.71349, 5.14801, 3.66711], [-0.89931, -0.55424, -1.92933], [3.99625, -3.60670, 1.70897], [-1.88149, 0.42482, -2.62554], [-1.34577, -0.91209, -1.01388], [-1.20272, 2.45475, 4.02796], [-1.95109, 5.48567, 4.94631], [-1.31814, -3.87754, -1.87322], [0.49220, 4.32937, 2.80581], [2.35800, -2.52877, -4.08309], [-2.44658, 3.68444, 1.50512], [4.46660, -1.37790, 1.21713], [-0.63224, 2.12000, -2.58185], [-3.16337, 3.87816, 3.68212], [0.28145, 3.20758, 0.93798], [-0.57091, -1.74740, -2.90822], [0.57022, -1.65148, -3.66359], [4.00441, -4.63604, -0.56907], [0.60961, 1.64115, 3.09288], [-1.70977, -2.93763, -0.05799], [0.01832, -0.03048, -1.70138], [-2.26067, -4.57835, -0.23550], [3.50929, -1.51776, 0.73976], [-2.73874, 5.21510, 6.01273]],
  "lumo_energy_ha": 0.016,
  "smiles": "FC(F)C(F)(F)COC(F)(F)C(F)F.COCB(CCCO)OCCNC[C@H](C)O",
  "spin_multiplicity": 1
}

(4)
{
  "formula": "C15H28F3NO12P2",
  "method": "the ωB97M-V functional and the def2-TZVPD basis",
  "species": ["C", "P", "H", "C", "H", "C", "H", "H", "C", "C", "C", "H", "C", "N", "H", "H", "O", "H", "H", "O", "F", "H", "O", "O", "O", "H", "O", "H", "H", "H", "C", "H", "H", "C", "H", "C", "C", "H", "O", "H", "H", "H", "H", "F", "O", "H", "H", "C", "O", "F", "H", "O", "H", "P", "C", "O", "C", "C", "O", "H", "H"],
  "coordinates": [[0.29205, 4.86579, -4.57523], [-3.51857, 2.79510, 3.19252], [-1.54873, 0.62296, 4.46481], [-1.62689, -2.67935, 0.71162], [-3.57206, 2.25996, 6.74139], [1.98612, -4.25136, 1.58177], [4.40647, -3.18785, -4.11308], [-1.38287, -1.63735, 0.20132], [0.58383, 2.79574, -0.36838], [2.08757, 0.71728, -2.75996], [-0.18092, -3.29482, 1.20970], [1.16484, 0.15341, -2.91681], [0.89764, -3.95879, 0.39156], [-2.29819, -3.52662, -0.37515], [0.49030, 5.27033, -5.57019], [0.82687, 5.46672, -3.83220], [-0.26553, -2.52449, 3.82235], [-4.74354, 4.92593, 1.80907], [-2.79507, 0.17144, 3.27107], [-2.01866, 2.11312, 3.13420], [3.38691, -1.33746, -1.48058], [2.86303, 0.30101, -3.40795], [0.13858, 2.02369, -1.46781], [2.66690, -3.51964, -2.82478], [3.30884, -4.51596, 1.52010], [-1.09687, 0.31903, 2.77993], [1.39127, -4.16235, 2.95676], [-3.46961, 5.28835, 0.61769], [2.41118, 0.60493, -1.72307], [-2.89392, -4.26196, 0.07546], [-3.66785, 4.88382, 1.61266], [1.65686, 2.98593, -0.44925], [3.21712, -4.78194, -1.10018], [-3.37607, 2.81376, 5.81951], [4.74000, -4.34068, -2.65426], [0.88734, -4.28270, -1.21437], [4.12785, -3.38172, -2.97058], [-2.37750, -2.52972, 1.61081], [-4.53062, 1.85834, 2.52658], [-3.91950, 3.76193, 5.84818], [2.22670, -5.59038, -2.55819], [-3.13304, 5.48475, 2.35568], [-2.30305, 3.00396, 5.73863], [5.47593, -2.57968, -0.94034], [1.94125, 2.09510, -3.05368], [-0.78364, 4.90791, -4.37881], [-2.96359, -2.84213, -0.84442], [4.57249, -2.08963, -2.00968], [-3.21591, 3.54856, 1.66489], [5.36678, -1.18626, -2.91642], [0.38784, 2.24193, 0.55350], [0.74400, 3.53054, -4.52299], [0.41874, -3.40581, -1.85181], [0.44134, 2.77708, -2.99537], [2.34944, -4.62166, -1.87062], [-3.82133, 2.04171, 4.72008], [0.26136, -3.22795, 2.78755], [-1.87233, 0.73531, 3.42792], [-0.57072, 1.84031, -3.66130], [0.04040, 3.74391, -0.33970], [0.18878, -5.23139, -1.40015]],
  "lumo_energy_ha": -0.105,
  "smiles": "NCC1=C(CCOCC(F)(F)F)C(=O)OC1=O.COP(=O)(OC)OC.COP(=O)(OC)OC",
  "spin_multiplicity": 1
}

Copy entry 3 word for word.
{
  "formula": "C15H28BF8NO5",
  "method": "the ωB97M-V functional and the def2-TZVPD basis",
  "species": ["H", "O", "O", "C", "H", "C", "H", "H", "C", "H", "F", "C", "C", "C", "C", "H", "H", "H", "C", "H", "H", "H", "H", "N", "F", "H", "H", "C", "H", "C", "H", "H", "H", "H", "C", "C", "O", "C", "H", "F", "C", "O", "F", "H", "H", "H", "H", "F", "F", "B", "O", "H", "F", "H", "H", "H", "C", "F"],
  "coordinates": [[-2.88205, 0.12490, -2.35449], [-1.59708, 1.94784, -0.77952], [-1.94445, 5.40011, 2.56721], [-1.54803, -3.00666, -2.99022], [4.97581, -3.21692, -0.63243], [-0.58854, 2.23047, 2.84622], [1.09813, -3.65454, -3.61889], [-1.35443, 4.81696, 0.76341], [3.30560, -3.00114, 0.59134], [-0.69232, 1.83502, -0.47062], [-3.79011, 5.96469, 3.60747], [1.52792, -2.67817, -3.41464], [-1.60718, 1.84540, -2.19344], [2.01357, -2.68389, -1.96576], [3.95134, -3.55954, -0.65643], [-2.57889, -2.66161, -3.01852], [2.77875, -1.08770, 1.40233], [3.53250, -1.00005, -0.20738], [-1.59912, 4.33778, 1.70869], [-1.80854, 0.32603, -3.69946], [3.41023, -4.27083, 2.08699], [3.99559, -2.57232, -2.46791], [-1.19548, 1.55012, 2.24055], [3.37756, -3.16704, -1.94429], [-0.83779, 4.72729, 5.03483], [-2.33783, 2.53124, -2.58366], [2.26858, -3.27880, 0.69957], [-0.34913, 3.54229, 2.10383], [1.36862, -3.34367, -1.40753], [-2.14010, -3.64395, -0.76200], [-1.36496, -3.59081, -3.88461], [-3.12580, -3.28031, -1.03364], [-1.67205, 6.54120, 4.95495], [1.93761, -1.65604, -1.62317], [-2.71349, 5.14801, 3.66711], [-0.89931, -0.55424, -1.92933], [3.99625, -3.60670, 1.70897], [-1.88149, 0.42482, -2.62554], [-1.34577, -0.91209, -1.01388], [-1.20272, 2.45475, 4.02796], [-1.95109, 5.48567, 4.94631], [-1.31814, -3.87754, -1.87322], [0.49220, 4.32937, 2.80581], [2.35800, -2.52877, -4.08309], [-2.44658, 3.68444, 1.50512], [4.46660, -1.37790, 1.21713], [-0.63224, 2.12000, -2.58185], [-3.16337, 3.87816, 3.68212], [0.28145, 3.20758, 0.93798], [-0.57091, -1.74740, -2.90822], [0.57022, -1.65148, -3.66359], [4.00441, -4.63604, -0.56907], [0.60961, 1.64115, 3.09288], [-1.70977, -2.93763, -0.05799], [0.01832, -0.03048, -1.70138], [-2.26067, -4.57835, -0.23550], [3.50929, -1.51776, 0.73976], [-2.73874, 5.21510, 6.01273]],
  "lumo_energy_ha": 0.016,
  "smiles": "FC(F)C(F)(F)COC(F)(F)C(F)F.COCB(CCCO)OCCNC[C@H](C)O",
  "spin_multiplicity": 1
}